# C5H6O2

C5H6O2 in the gas phase at a distorted geometry (ωB97M-V/def2-TZVPD, the OMol25 dataset).

Last column: natural (NBO) charge in e.
CARTESIAN COORDINATES (ANGSTROEM)
O  3.513  -0.804  0.287  -0.50
C  2.521  -0.209  -0.048  0.45
C  1.466  0.293  0.928  -0.59
C  0.104  0.165  0.452  -0.01
C  -0.974  0.450  -0.005  -0.03
C  -2.282  0.228  -0.600  -0.14
O  -2.317  -1.099  -1.086  -0.69
H  2.315  0.019  -1.114  0.12
H  1.654  -0.111  1.928  0.25
H  1.430  1.389  0.939  0.27
H  -3.059  0.417  0.153  0.19
H  -2.456  0.898  -1.446  0.21
H  -1.917  -1.637  -0.387  0.47

Cartesian forces, eV/Å:
O -0.5 0.3 -0.1
C 0.2 -0.1 0.1
C 0.0 0.2 0.1
C -0.5 0.2 -0.2
C 0.3 -0.6 0.1
C -0.2 0.3 0.0
O -0.3 -0.3 0.1
H 0.0 0.0 0.1
H -0.1 0.1 -0.2
H 1.2 0.1 0.4
H 0.0 0.0 -0.2
H 0.0 -0.1 0.1
H -0.1 0.0 -0.3

Output
LUMO energy (eV): 0.598
Frontier orbital gap (eV): 10.537
SMILES: O=CCC#CCO

***

# C5H6O2

A molecular structure, C5H6O2 at a distorted geometry (ωB97M-V/def2-TZVPD, the OMol25 dataset).

Last column: natural (NBO) charge in e.
CARTESIAN COORDINATES (ANGSTROEM)
O  -0.724  1.334  -2.167  -0.68
C  -1.671  0.754  -1.300  -0.10
C  -1.037  -0.096  -0.197  -0.19
C  0.021  -0.700  0.169  -0.05
C  0.947  -1.340  0.921  -0.51
C  1.839  -0.551  1.750  0.39
O  2.808  -0.998  2.329  -0.55
H  -0.148  0.637  -2.506  0.47
H  -2.396  0.139  -1.858  0.20
H  -2.230  1.592  -0.874  0.22
H  1.042  -2.415  0.866  0.25
H  -0.885  -0.601  1.060  0.46
H  1.579  0.533  1.816  0.10

Cartesian forces, eV/Å:
O 0.2 -0.3 0.2
C -0.2 -0.2 0.5
C 0.5 -0.5 1.0
C 0.6 -0.2 -0.3
C 0.6 -0.1 -0.4
C 0.3 -0.2 0.0
O -0.3 0.2 0.0
H -0.1 0.1 0.0
H 0.2 0.0 0.3
H 0.1 -0.2 0.1
H 0.2 0.0 0.0
H -2.3 1.6 -1.3
H 0.1 -0.2 0.0

Output
LUMO energy (eV): 0.140
Frontier orbital gap (eV): 8.854

***

# C5H6O2

C5H6O2 in the gas phase at a distorted geometry (ωB97M-V/def2-TZVPD, the OMol25 dataset).

Last column: natural (NBO) charge in e.
CARTESIAN COORDINATES (ANGSTROEM)
C  0.712  0.762  1.136  -0.10
O  0.931  -0.686  1.214  -0.43
C  0.382  -1.195  0.127  0.46
C  -1.243  -0.827  -1.073  -0.25
O  -1.370  -0.059  0.337  -0.56
C  -0.275  0.813  -0.019  0.05
C  0.152  -0.256  -1.011  -0.40
H  1.660  1.264  0.924  0.20
H  0.313  1.071  2.106  0.21
H  0.351  -2.274  0.083  0.24
H  -1.918  -0.193  -1.678  0.16
H  -0.593  1.804  -0.351  0.21
H  0.876  -0.164  -1.827  0.23

Cartesian forces, eV/Å:
C 0.1 0.0 0.0
O -1.0 -0.1 -0.4
C 2.2 -0.4 -0.3
C -1.1 1.0 0.6
O -0.1 0.4 -0.2
C -0.5 0.1 0.2
C 0.3 -0.3 0.4
H -0.1 -0.1 0.0
H 0.0 0.0 -0.2
H 0.0 0.0 -0.1
H 0.2 -0.6 -0.3
H 0.1 0.0 0.0
H -0.1 -0.1 0.3

Output
LUMO energy (alpha / beta) (eV): 0.076 / 0.076
Frontier orbital gap (alpha / beta) (eV): 7.191 / 7.192

***

# C5H6O2

C5H6O2 in the gas phase (ωB97M-V/def2-TZVPD, the OMol25 dataset).

Last column: natural (NBO) charge in e.
CARTESIAN COORDINATES (ANGSTROEM)
C  1.285  -1.237  -1.677  -0.21
C  0.792  -0.552  -0.820  -0.03
C  0.182  0.103  0.343  0.00
C  0.809  1.447  0.703  -0.61
O  -1.221  0.360  0.121  -0.49
C  -1.993  -0.732  0.174  0.65
O  -1.598  -1.853  0.351  -0.57
H  1.705  -1.864  -2.430  0.24
H  0.229  -0.659  1.129  0.23
H  1.897  1.352  0.813  0.23
H  0.390  1.846  1.635  0.22
H  0.615  2.178  -0.093  0.22
H  -3.046  -0.454  0.049  0.13

Cartesian forces, eV/Å:
C -0.2 0.3 0.3
C 0.2 -0.4 -0.4
C 0.2 0.1 0.1
C 0.1 0.0 0.0
O -0.1 0.0 -0.1
C 0.0 -0.5 0.1
O -0.2 0.4 0.0
H 0.0 0.1 0.0
H 0.2 0.4 0.2
H -0.3 -0.1 0.0
H 0.1 -0.2 -0.2
H 0.0 -0.2 0.1
H 0.0 0.0 -0.1

Output
LUMO energy (eV): 0.960
Frontier orbital gap (eV): 11.253
SMILES: C#C[C@@H](C)OC=O

***

# C5H6O2

C5H6O2 in the gas phase (ωB97M-V/def2-TZVPD, the OMol25 dataset).

Last column: natural (NBO) charge in e.
CARTESIAN COORDINATES (ANGSTROEM)
C  1.912  1.497  -0.375  -0.43
C  0.693  1.243  0.063  0.09
C  -0.220  0.319  0.186  -0.21
C  0.694  -0.771  -0.419  0.44
O  1.327  -1.562  0.233  -0.55
C  -1.601  0.099  0.774  -0.08
O  -2.192  -1.078  0.263  -0.70
H  2.774  1.234  0.235  0.23
H  2.088  1.907  -1.364  0.22
H  0.807  -0.652  -1.515  0.13
H  -1.558  0.076  1.873  0.19
H  -2.282  0.913  0.502  0.21
H  -1.712  -1.834  0.625  0.47

Cartesian forces, eV/Å:
C -0.1 0.4 0.1
C 0.1 0.0 -0.2
C 0.4 0.0 -0.1
C -0.3 -0.7 0.2
O -0.6 0.0 -0.2
C 0.2 0.3 0.1
O 0.2 -0.2 0.1
H -0.1 0.3 0.0
H 0.0 0.2 0.1
H 0.1 -0.2 0.1
H 0.1 0.0 -0.2
H 0.3 -0.1 0.0
H -0.1 0.0 -0.1

Output
LUMO energy (eV): 0.466
Frontier orbital gap (eV): 10.060
SMILES: C=C=C(C=O)CO

***

# C5H6O2

C5H6O2 in the gas phase (ωB97M-V/def2-TZVPD, the OMol25 dataset).

Last column: natural (NBO) charge in e.
CARTESIAN COORDINATES (ANGSTROEM)
O  -2.644  1.264  -0.563  -0.51
C  -2.151  0.167  -0.526  0.46
C  -1.728  -0.529  0.762  -0.57
C  -0.266  -0.465  0.703  0.00
C  0.896  -0.281  0.436  -0.04
C  2.275  0.040  0.038  -0.13
O  2.346  0.534  -1.285  -0.69
H  -1.893  -0.394  -1.447  0.12
H  -2.138  0.011  1.620  0.25
H  -2.085  -1.566  0.777  0.25
H  2.699  0.754  0.759  0.19
H  2.895  -0.859  0.058  0.21
H  1.795  1.325  -1.333  0.47

Cartesian forces, eV/Å:
O 0.1 -0.5 0.0
C -0.2 0.3 0.0
C 0.0 0.1 0.1
C 0.6 0.1 -0.2
C -0.5 -0.1 0.1
C 0.1 -0.2 0.3
O -0.1 0.2 -0.1
H -0.1 0.1 0.0
H 0.1 -0.1 -0.1
H 0.1 0.1 0.0
H 0.0 -0.1 -0.1
H -0.1 0.1 0.0
H 0.1 -0.1 -0.1

Output
LUMO energy (eV): 0.752
Frontier orbital gap (eV): 10.592
SMILES: O=CCC#CCO

***

Relative energy (zero: lowest compared OMol25 entry of this formula, charge and spin) in eV, matching the order above: 2.765, 5.161, 6.531, 1.909, 3.406, 2.460
Electronic energy in hartree, matching the order above: -344.5003, -344.4123, -344.3619, -344.5318, -344.4768, -344.5115